No. 1
# CH11O5

A cluster of 5 separate species, CH11O5 in total (ωB97M-V/def2-TZVPD, OMol25).

Properties
charge = -1
gap between HOMO and LUMO = 8.5563 eV
LUMO level = 3.881 eV
relative energy (zero: lowest compared OMol25 entry of this formula, charge and spin) = 18.4 kcal per mole
electronic energy = -420.9215 Ha
largest force on an atom = 3.10 eV Å⁻¹
highest occupied orbital energy = -4.68 eV

Structure (XYZ):
```
17
CH11O5 | OMol25 | ωB97M-V/def2-TZVPD
C -1.4789 -0.6101 0.4761
O -0.5472 0.2179 -0.1503
H -1.0989 -1.5111 1.0412
H -2.0111 0.0345 1.2414
H -2.2968 -1.0175 -0.1844
H 0.9701 -2.7953 1.9572
H 2.0820 -2.4393 0.8980
O 1.9537 -2.8624 1.7871
H -1.1860 0.5110 -1.5557
H -1.5974 0.7056 -3.1285
O -1.5318 1.2742 -2.3405
H 1.9640 -1.2129 -1.1965
H 1.0701 -0.3364 -0.2718
O 1.9366 -0.8637 -0.2812
H -0.5341 2.1636 0.2136
H 0.0865 3.5300 0.0763
O -0.3831 2.9875 0.7414
```

***

No. 2
# CH12NO4

A cluster of 5 separate species, CH12NO4 in total (ωB97M-V/def2-TZVPD, OMol25).

Properties
charge = +1
gap between HOMO and LUMO = 9.5501 eV
LUMO level = -4.732 eV
relative energy (zero: lowest compared OMol25 entry of this formula, charge and spin) = 18.0 kcal per mole
electronic energy = -400.7507 Ha
largest force on an atom = 2.01 eV Å⁻¹
highest occupied orbital energy = -14.28 eV

Structure (XYZ):
```
18
CH12NO4 | OMol25 | ωB97M-V/def2-TZVPD
C 2.7630 -1.4540 -0.1641
N 1.8842 -1.9595 0.6058
H 3.6369 -2.0108 -0.4825
H 2.4559 -0.5986 -0.7502
H 1.0235 -1.4106 0.7659
H 2.1028 -2.7161 1.2482
H -4.2144 0.1678 1.7034
H -4.0846 -1.3037 1.7997
O -3.6180 -0.5004 2.0629
H -1.4721 -1.1418 1.5634
H -1.2929 -0.4881 0.2275
O -0.8820 -1.1516 0.7935
H 1.4409 1.8595 -1.0365
H 2.4947 2.1008 0.0136
O 1.8481 1.4378 -0.2703
H -2.0590 2.8152 -2.9446
H -0.7369 3.5157 -2.7722
O -1.2902 2.8385 -2.3636
```

***

No. 3
# CH12NO5

A structure of composition CH12NO5 (ωB97M-V/def2-TZVPD, OMol25).

Properties
charge = -1
gap between HOMO and LUMO = 8.4777 eV
LUMO level = 3.812 eV
relative energy (zero: lowest compared OMol25 entry of this formula, charge and spin) = 48.8 kcal per mole
electronic energy = -476.2289 Ha
largest force on an atom = 6.86 eV Å⁻¹
highest occupied orbital energy = -4.67 eV

Structure (XYZ):
```
19
CH12NO5 | OMol25 | ωB97M-V/def2-TZVPD
N -1.9684 -1.3213 0.6949
C -0.6075 -1.9260 0.6550
O 0.0057 -1.9693 -0.4893
H -2.3984 -1.1222 -0.2012
H -1.9763 -0.4081 1.0412
H 0.1214 -1.5529 1.4908
H -0.9242 -2.9709 0.9307
H 1.9115 -1.0464 0.0275
H 1.4881 -1.1801 1.4032
O 2.2099 -1.0013 0.9023
H 0.9511 2.7143 1.2177
H -0.3804 3.3466 0.5991
O 0.1026 3.1517 1.3203
H 0.4219 -0.9363 -1.0187
H 1.1007 -0.0534 -2.1872
O 0.7962 0.1808 -1.3396
H -0.0167 2.6427 -1.7800
H -0.1172 1.3241 -1.4829
O -0.7201 2.1280 -1.7837
```

***

No. 4
# CH12O4S

A cluster of 5 separate species, CH12O4S in total (ωB97M-V/def2-TZVPD, OMol25).

Properties
charge = 0
SMILES = CS.O.O.O.O
gap between HOMO and LUMO = 9.3866 eV
LUMO level = 0.271 eV
relative energy (zero: lowest compared OMol25 entry of this formula, charge and spin) = 16.5 kcal per mole
electronic energy = -744.4163 Ha
largest force on an atom = 1.42 eV Å⁻¹
highest occupied orbital energy = -9.12 eV

Structure (XYZ):
```
18
CH12O4S | OMol25 | ωB97M-V/def2-TZVPD
C 1.8317 0.2180 -1.6931
S 1.5106 -1.5669 -2.1188
H 1.2900 0.8282 -2.4054
H 2.8975 0.3902 -1.7596
H 1.3936 0.3511 -0.7147
H 0.2384 -1.4052 -2.5039
H -1.5163 0.0022 3.6194
H -1.6915 1.3910 4.2623
O -1.5050 0.9410 3.4369
H -3.3443 1.3351 0.6527
H -2.1768 1.8928 1.4268
O -2.8973 2.1489 0.8484
H -1.3900 -0.3706 -1.1773
H -2.2291 -0.0486 -2.3464
O -1.3470 0.1095 -2.0101
H 3.6263 -2.4510 0.9857
H 2.4572 -1.8408 0.3135
O 2.8521 -1.9249 1.1836
```

***

No. 5
# CH12O4S

A cluster of 5 separate species, CH12O4S in total (ωB97M-V/def2-TZVPD, OMol25).

Properties
charge = 0
SMILES = CS.O.O.O.O
gap between HOMO and LUMO = 9.7406 eV
LUMO level = 0.332 eV
relative energy (zero: lowest compared OMol25 entry of this formula, charge and spin) = 15.2 kcal per mole
electronic energy = -744.4185 Ha
largest force on an atom = 0.72 eV Å⁻¹
highest occupied orbital energy = -9.41 eV

Structure (XYZ):
```
18
CH12O4S | OMol25 | ωB97M-V/def2-TZVPD
C 2.9833 1.0896 -2.2168
S 2.7275 0.6386 -0.4699
H 4.0325 0.8990 -2.4663
H 2.3731 0.4359 -2.8464
H 2.7535 2.1343 -2.4378
H 1.8039 1.5382 -0.2235
H -0.9346 -0.7684 0.6646
H -1.5398 -0.9755 -0.7312
O -1.7005 -1.1428 0.2034
H -3.1508 -3.0618 3.1382
H -3.9127 -1.7667 3.3283
O -3.9660 -2.7100 3.5115
H -3.0762 1.9473 -3.4364
H -2.7243 1.7838 -1.9726
O -2.3502 2.0775 -2.8109
H 0.4521 0.2763 2.4752
H 1.4626 -0.6879 1.7726
O 0.5323 -0.5334 1.9618
```

***

No. 6
# CH12O5

A cluster of 5 separate species, CH12O5 in total (ωB97M-V/def2-TZVPD, OMol25).

Properties
charge = 0
SMILES = CO.O.O.O.O
gap between HOMO and LUMO = 11.2251 eV
LUMO level = 0.564 eV
relative energy (zero: lowest compared OMol25 entry of this formula, charge and spin) = 12.0 kcal per mole
electronic energy = -421.4767 Ha
largest force on an atom = 1.29 eV Å⁻¹
highest occupied orbital energy = -10.66 eV

Structure (XYZ):
```
18
CH12O5 | OMol25 | ωB97M-V/def2-TZVPD
C -1.7385 -1.6907 -1.0849
O -1.4591 -0.2881 -1.1415
H -2.0650 -1.8645 -0.0645
H -2.6258 -1.8931 -1.6954
H -0.9368 -2.3471 -1.4133
H -1.0142 -0.0615 -1.9594
H -1.4930 2.1239 1.0478
H -1.3484 0.6270 0.6322
O -1.0457 1.3069 1.2531
H 2.0343 1.3213 0.7766
H 0.7069 0.7169 0.6821
O 1.5433 0.7357 0.2015
H 1.9657 0.1700 -2.5196
H 0.8077 0.7384 -1.7234
O 1.0271 0.3814 -2.5966
H 0.4706 -0.7054 3.2844
H 1.7409 -0.0150 3.6165
O 1.4062 -0.7017 3.0298
```

***

No. 7
# CH12O6

A cluster of 6 separate species, CH12O6 in total (ωB97M-V/def2-TZVPD, OMol25).

Properties
charge = 0
SMILES = C=O.O.O.O.O.O
gap between HOMO and LUMO = 10.6682 eV
LUMO level = 0.413 eV
relative energy (zero: lowest compared OMol25 entry of this formula, charge and spin) = 16.3 kcal per mole
electronic energy = -496.7044 Ha
largest force on an atom = 1.18 eV Å⁻¹
highest occupied orbital energy = -10.26 eV

Structure (XYZ):
```
19
CH12O6 | OMol25 | ωB97M-V/def2-TZVPD
O 1.1655 2.4579 0.4066
C 2.1952 1.8546 0.4374
H 2.4179 1.0042 -0.2341
H 2.9049 2.0150 1.2736
H 0.4472 -2.0413 0.1813
H 1.5652 -2.6668 -0.6423
O 1.0063 -1.8867 -0.5993
H -2.5626 1.9319 -1.4409
H -1.7418 0.6694 -1.6513
O -2.6524 0.9856 -1.5832
H -0.7719 0.7387 1.1682
H -1.3203 0.9031 2.5733
O -0.9835 0.2382 1.9654
H 0.3673 -0.6715 -1.8605
H 1.0967 0.2741 -2.6704
O 0.1934 0.1641 -2.3444
H -0.6217 -3.8956 1.8906
H -0.2709 -2.5921 2.5979
O -0.4595 -2.9605 1.7293
```

***

No. 8
# CH12O6

A cluster of 6 separate species, CH12O6 in total (ωB97M-V/def2-TZVPD, OMol25).

Properties
charge = 0
SMILES = C=O.O.O.O.O.O
gap between HOMO and LUMO = 11.0258 eV
LUMO level = 0.313 eV
relative energy (zero: lowest compared OMol25 entry of this formula, charge and spin) = 41.7 kcal per mole
electronic energy = -496.6639 Ha
largest force on an atom = 2.87 eV Å⁻¹
highest occupied orbital energy = -10.71 eV

Structure (XYZ):
```
19
CH12O6 | OMol25 | ωB97M-V/def2-TZVPD
O -1.0808 -1.3573 -0.5038
C -1.1238 -1.8174 -1.5989
H -0.7333 -1.3753 -2.5694
H -1.4384 -2.8729 -1.8275
H -0.6953 0.5612 -0.6600
H -0.0510 1.9206 -1.0481
O -0.8847 1.5017 -0.8276
H 0.9286 -1.0637 2.6212
H -0.4738 -0.0187 2.3692
O 0.0263 -0.8149 2.5764
H 1.5956 -0.9200 1.1013
H 2.7625 0.0073 0.7364
O 2.1407 -0.6156 0.3642
H -1.6297 1.2507 0.7314
H -1.9579 -0.0039 1.9109
O -1.8981 0.8933 1.5917
H 3.0042 2.1386 -2.2005
H 2.2781 1.0049 -1.3450
O 2.2002 1.6572 -2.0326
```

***

No. 9
# CH13N2O4

A cluster of 5 separate species, CH13N2O4 in total (ωB97M-V/def2-TZVPD, OMol25).

Properties
charge = +1
gap between HOMO and LUMO = 10.3443 eV
LUMO level = -3.723 eV
relative energy (zero: lowest compared OMol25 entry of this formula, charge and spin) = 60.3 kcal per mole
electronic energy = -456.0763 Ha
largest force on an atom = 7.85 eV Å⁻¹
highest occupied orbital energy = -14.07 eV

Structure (XYZ):
```
20
CH13N2O4 | OMol25 | ωB97M-V/def2-TZVPD
N -2.1889 -0.7420 -1.2772
C -1.3520 -1.7777 -1.0657
N -0.1683 -1.7051 -0.4754
H -2.0234 0.1270 -0.7025
H -3.0624 -0.7646 -1.7804
H -1.8439 -2.7599 -1.4005
H 0.5895 -2.3835 -0.3612
H 0.2773 -0.6948 -0.3426
H -0.6288 -2.0851 3.3614
H -0.3534 -1.9125 1.9255
O -0.5702 -2.5485 2.4902
H 0.6584 3.1148 -1.3405
H 1.4142 3.0849 -0.0877
O 0.9321 2.4856 -0.5009
H -1.1810 1.5236 1.0270
H 0.2599 1.5188 0.9262
O -0.4455 0.9048 1.0308
H 2.4495 1.5851 -0.4859
H 3.8546 1.7043 -0.1108
O 3.3822 1.3247 -0.8296
```

***

No. 10
# CH13NO4

A structure of composition CH13NO4 (ωB97M-V/def2-TZVPD, OMol25).

Properties
charge = 0
gap between HOMO and LUMO = 10.3397 eV
LUMO level = 0.432 eV
relative energy (zero: lowest compared OMol25 entry of this formula, charge and spin) = 37.2 kcal per mole
electronic energy = -401.5612 Ha
largest force on an atom = 3.78 eV Å⁻¹
highest occupied orbital energy = -9.91 eV

Structure (XYZ):
```
19
CH13NO4 | OMol25 | ωB97M-V/def2-TZVPD
H 1.4765 -0.1852 0.3622
O 2.3531 -0.2085 -0.4793
N 0.4210 -0.4691 0.9963
H 2.8295 0.6248 -0.3609
H 0.6227 -1.4004 1.4109
H -0.5192 -0.6307 0.5558
C 0.1016 0.2918 2.2695
H -0.9951 0.2657 2.3731
H 0.7014 -0.1227 3.0479
H 0.4209 1.3358 2.2277
O -1.0729 0.9509 -0.8435
H -0.5731 0.3370 -1.4155
H -0.7739 1.8488 -1.0097
O 1.1082 -0.6177 -2.6102
H 1.5059 -0.1991 -1.7333
H 1.9410 -0.5336 -3.0914
O -3.3403 -0.6165 -0.3520
H -3.0771 0.2732 -0.1249
H -3.1303 -0.9443 -1.2228
```

***

No. 11
# CH13NO4

A cluster of 6 separate species, CH13NO4 in total (ωB97M-V/def2-TZVPD, OMol25).

Properties
charge = 0
gap between HOMO and LUMO = 4.4143 eV
LUMO level = -5.391 eV
relative energy (zero: lowest compared OMol25 entry of this formula, charge and spin) = 199.1 kcal per mole
electronic energy = -401.3032 Ha
largest force on an atom = 2.38 eV Å⁻¹
highest occupied orbital energy = -9.80 eV

Structure (XYZ):
```
19
CH13NO4 | OMol25 | ωB97M-V/def2-TZVPD
C -0.5096 -0.7714 -0.8034
N -0.1645 0.6457 -0.8463
H -0.4593 -1.1222 0.2296
H 0.3125 -1.1074 -1.4367
H -1.4268 -1.0275 -1.3302
H -0.7298 1.1823 -0.1169
H 0.8267 0.7753 -0.6111
H -3.5102 -0.2952 -0.9566
H -3.0622 0.1297 0.3799
O -3.8335 -0.2504 -0.0487
H -1.7071 0.9706 0.6605
H -0.5613 0.3790 2.2209
O 0.2893 0.0198 2.4610
H 2.5333 -0.2953 -0.4421
H 2.8942 1.3554 0.8899
O 2.0930 0.9991 0.4923
H 0.9235 0.4283 1.8266
H 3.4097 -0.9043 -1.5804
O 2.6818 -1.1114 -0.9883
```

***

No. 12
# CH13NO4

A cluster of 5 separate species, CH13NO4 in total (ωB97M-V/def2-TZVPD, OMol25).

Properties
charge = 0
SMILES = CN.O.O.O.O
gap between HOMO and LUMO = 9.9186 eV
LUMO level = 0.440 eV
relative energy (zero: lowest compared OMol25 entry of this formula, charge and spin) = 31.8 kcal per mole
electronic energy = -401.5699 Ha
largest force on an atom = 3.31 eV Å⁻¹
highest occupied orbital energy = -9.48 eV

Structure (XYZ):
```
19
CH13NO4 | OMol25 | ωB97M-V/def2-TZVPD
C -0.4873 -0.7996 0.5393
N -0.9612 -0.5553 -0.8101
H 0.5940 -0.5450 0.6730
H -1.1789 -0.4498 1.2838
H -0.3552 -1.8755 0.7873
H -0.9405 0.4791 -1.1008
H -1.9446 -0.7528 -1.0653
H 0.2976 -1.8315 -1.8362
H 0.5762 -3.3784 -2.1611
O 0.9920 -2.5651 -1.7787
H 2.9141 -1.7475 0.0984
H 4.2728 -1.4978 -0.7438
O 3.5824 -1.0864 -0.1931
H -2.8302 2.7466 2.0417
H -1.9196 2.2900 0.8949
O -2.7308 2.1203 1.3874
H 0.3890 3.3668 -0.0722
H -0.0249 3.0603 1.5085
O -0.2448 3.0217 0.5470
```